1.
15 unconnected molecules or ions with the total composition C47H68Cl2F9N14O9PS3 in a non-equilibrium geometry. Source: the OMol25 dataset; level of theory: ωB97M-V with the def2-TZVPD basis set.

```
153
Properties=species:S:1:pos:R:3:lowdin_charge:R:1
C 2.027 5.405 1.166 -0.13
H -8.622 1.795 2.164 0.08
C 0.614 -1.126 1.454 -0.34
C 0.267 -3.570 -4.905 -0.07
H 4.627 2.827 -2.040 0.09
H 5.195 1.413 11.358 0.08
O -2.921 1.493 1.261 -0.28
F -4.549 -0.261 -1.221 0.13
H 2.388 1.381 -10.857 0.08
N 3.507 -1.514 -8.131 0.14
Cl -0.196 4.457 2.719 0.75
H -3.908 -10.231 6.860 0.08
H -3.784 -2.370 -4.280 0.09
F -7.146 1.968 -0.618 0.22
C 0.780 3.351 1.751 -0.59
H 2.810 1.474 -2.209 0.11
C -3.974 -9.613 7.754 -0.06
C -3.256 -1.641 1.288 -0.25
H -2.961 -9.457 8.125 0.08
N 3.587 -3.205 -3.588 0.16
H -1.772 5.650 -1.472 0.07
H -2.990 -2.591 1.765 0.00
O -1.897 3.414 0.528 -0.28
C -0.614 -0.262 1.082 -0.41
H 3.574 0.905 10.900 0.08
F -2.199 3.001 -2.040 0.11
H -3.548 -2.136 -2.553 0.05
N -5.145 -7.345 7.246 0.15
H 3.512 -4.073 -6.260 0.05
H 0.254 -2.034 1.941 0.11
H -3.320 -0.922 2.101 0.04
H 4.603 2.716 -5.101 0.05
C -5.151 0.904 -1.416 -0.35
H -4.795 -3.232 -3.131 0.09
H 0.669 -4.257 -4.161 0.07
H 1.686 6.447 6.109 0.08
C 1.777 3.927 1.139 -0.67
C 2.324 2.072 -2.994 -0.21
C 2.743 6.355 5.861 -0.07
N 1.944 -2.750 9.139 0.12
H 0.746 0.851 -10.513 0.08
C 5.113 2.630 -4.145 -0.09
C -1.287 -2.951 -0.342 -0.26
H 4.237 -5.195 -1.228 0.09
H 1.635 -2.690 -1.841 0.05
C 4.398 -5.316 -2.299 -0.05
H 6.076 3.130 -4.259 0.06
C 3.021 6.900 4.540 -0.26
C 3.437 -3.994 -7.345 -0.08
H -1.758 7.186 -2.335 0.08
C 4.624 0.859 10.614 -0.07
H 4.257 -4.571 -7.772 0.08
O 3.014 -0.693 0.303 -0.30
H 4.660 4.330 -2.954 0.12
C -0.315 1.214 0.570 -0.32
S 1.889 -1.584 0.256 0.62
H 2.399 4.319 -7.637 0.02
H 1.939 -0.994 -2.036 0.07
F -5.868 1.014 0.861 0.21
C 1.298 2.662 -9.585 -0.25
H 3.826 -0.896 7.387 0.08
O 1.651 1.195 2.166 -0.19
H 1.094 5.895 0.881 0.07
C 0.443 1.883 1.785 -0.29
O 2.938 3.323 -3.195 -0.15
C -8.192 2.416 2.949 -0.08
C -4.235 2.169 -1.431 -0.38
H 3.862 -6.209 -2.617 0.08
C -1.809 6.105 -2.463 -0.06
C -4.630 -8.345 7.470 -0.24
N 1.042 3.707 -9.185 0.14
N 3.241 7.324 3.497 0.14
H 2.747 5.682 0.398 0.08
N -0.034 -1.179 -3.923 0.18
N 0.146 5.245 -3.951 0.16
H -5.150 -6.103 5.490 0.04
C 2.296 -1.975 8.369 -0.29
H 2.434 -1.263 6.383 0.05
C -4.477 -6.369 4.686 -0.11
H 1.553 -3.105 3.821 0.07
H 2.436 1.501 -3.932 0.13
C 0.099 -2.233 -4.358 -0.24
N -9.644 2.349 5.108 0.13
C 3.476 -2.606 -7.781 -0.27
N 4.987 1.828 8.225 0.13
H 2.987 5.811 -8.340 0.08
H -2.164 -3.602 -0.267 0.05
C -9.004 2.379 4.157 -0.28
P -1.878 -1.234 0.099 0.98
H 4.935 -0.184 10.666 0.08
H 2.508 -4.477 -7.646 0.08
H -2.777 5.867 -2.901 0.08
C 4.334 3.287 -2.993 -0.28
O 0.534 -0.187 3.942 -0.24
H 0.290 1.418 -3.251 0.10
H -0.550 -3.370 0.351 0.04
H 0.322 -1.520 -1.662 -0.01
C -2.820 -3.971 -3.293 -0.28
F -4.491 2.813 -2.566 0.17
S 1.432 -0.226 2.833 0.61
H 3.311 6.877 6.629 0.08
C 0.821 2.257 -2.780 -0.15
H 0.952 -3.560 -5.752 0.06
H -8.111 3.430 2.559 0.08
H -4.196 -1.824 0.773 0.03
H -0.256 1.776 2.627 0.13
Cl 2.953 2.987 0.276 0.87
F -6.995 -0.137 -0.497 0.17
C -0.252 -3.961 4.506 -0.25
O 2.635 -0.834 3.249 -0.22
F -2.306 0.912 -2.183 0.12
N 5.312 4.717 -6.488 0.14
O 2.388 -2.883 0.643 -0.32
C 3.944 -4.142 -3.028 -0.26
H 3.005 5.299 5.914 0.08
H 1.664 -3.884 5.391 0.09
N -4.325 -4.475 2.909 0.13
C 1.013 -3.289 4.750 -0.07
H -0.682 -3.981 -5.246 0.06
H 2.342 5.799 -6.704 0.08
H 5.461 -5.491 -2.458 0.09
H 1.495 0.894 -0.571 0.08
C -4.397 -5.313 3.689 -0.29
H 0.521 3.183 -3.271 0.08
N -1.258 -4.477 4.313 0.15
H -0.980 -3.025 -1.380 0.00
S -1.966 2.006 0.318 0.79
C 2.937 5.232 -7.419 -0.08
H 0.864 -2.326 5.234 0.06
C 2.741 -0.992 7.392 -0.07
C 4.830 1.404 9.280 -0.29
C -0.720 5.624 -3.300 -0.25
C 4.265 4.944 -6.900 -0.26
C -2.668 1.918 -1.419 -0.46
C 1.366 -1.712 -1.449 -0.17
C -6.308 1.003 -0.364 -0.61
H -4.519 -10.177 8.509 0.08
N -2.059 -4.829 -3.273 0.15
H 1.998 0.694 -9.286 0.06
H 0.029 0.411 -1.402 0.09
H -4.838 -7.299 4.247 0.08
H -3.500 -6.567 5.126 0.07
H 2.331 -0.005 7.602 0.08
H 5.340 1.574 -3.960 0.07
F -4.592 3.017 -0.486 0.17
H 2.347 5.749 2.149 0.03
O 0.433 2.405 -1.414 -0.15
H -7.182 2.055 3.139 0.08
H -1.104 -0.069 2.045 0.10
C 0.446 1.183 -0.737 -0.26
F -5.781 0.822 -2.593 0.16
C 1.622 1.334 -10.084 -0.07
C -3.781 -2.879 -3.317 -0.05
```

Calculated total energy   -180417.6140 eV
F_max   4.09 eV Å⁻¹
E_HOMO   -8.740 eV

=====

2.
A molecular structure, C47H70BMgN5OP3. Source: the OMol25 dataset; level of theory: ωB97M-V with the def2-TZVPD basis set.

```
128
Properties=species:S:1:pos:R:3:lowdin_charge:R:1
H -6.667 -1.973 0.125 0.12
C 0.633 4.248 -1.626 -0.70
H -1.797 -7.169 0.421 0.11
H 0.100 2.687 3.111 0.08
P 1.030 -2.548 -1.291 1.04
C 2.388 2.727 -3.665 -0.69
H 2.792 -4.806 -2.120 0.11
H -1.184 5.322 -2.084 0.09
C -0.891 -4.577 -1.561 -0.10
H -0.267 3.277 0.118 0.05
H 1.000 -1.172 2.898 0.08
H -5.886 -2.049 1.688 0.11
H 0.108 -6.304 1.742 0.11
H 1.196 4.183 0.496 0.08
C -0.990 2.656 3.086 -0.10
C 3.387 -4.072 -1.587 -0.09
H 5.499 -1.524 0.409 0.11
C 0.699 -0.136 3.051 -0.29
H -4.747 -3.810 0.720 0.12
H -3.443 -0.359 -2.507 0.11
H 5.365 4.002 3.227 0.10
H -1.307 2.605 2.043 0.06
C -0.899 0.489 -3.741 -0.17
B 1.323 0.885 0.712 -0.48
O -1.758 -1.119 -0.797 -0.10
C 1.523 3.311 -4.785 -0.09
H -1.370 3.569 -2.143 0.07
H 1.152 -3.308 -3.546 0.11
H -4.526 -1.711 -2.197 0.12
H -0.303 5.047 0.143 0.10
C 3.688 3.534 -3.560 -0.08
H -5.856 0.114 -1.517 0.12
C -5.211 -0.420 0.481 -0.20
H 3.541 1.798 -1.337 0.09
C 2.786 -2.924 -1.066 -0.36
H 1.672 5.668 -2.928 0.07
H -5.957 0.246 0.917 0.12
H 3.387 1.291 -4.935 0.09
C -2.938 -1.511 -0.808 -0.44
C 2.770 2.415 -0.867 -0.31
C 4.741 -4.289 -1.404 -0.07
H -2.428 -6.066 -1.699 0.11
C 0.301 4.177 -0.127 -0.10
H -4.305 -0.284 1.081 0.09
C 2.746 1.283 -4.049 -0.10
C -0.093 -1.734 -5.059 0.00
C 4.909 -2.235 -0.155 -0.06
C -0.962 -2.773 2.990 -0.12
C 0.188 -4.091 -0.827 -0.36
H -1.471 -2.756 5.590 0.09
H -3.455 -1.780 2.563 0.04
H 1.320 4.371 -4.638 0.07
H 3.219 3.396 -0.701 0.08
C 0.164 -1.549 -3.691 -0.37
H -1.183 -4.090 -2.485 0.10
C -4.743 -2.934 0.075 -0.15
H 0.975 0.108 4.074 0.06
H 0.253 -2.633 -5.553 0.12
C -3.967 -0.903 -1.723 -0.07
H -1.591 0.988 6.035 0.07
H -3.458 -2.767 4.038 0.09
H 5.206 -5.177 -1.811 0.11
H 0.087 -2.894 3.260 0.07
C -0.779 -0.765 -5.747 -0.04
H -1.844 -1.057 5.852 0.07
H 0.570 2.784 -4.875 0.06
H -0.983 -0.892 -6.802 0.12
C 4.548 3.314 3.054 -0.10
C -4.926 0.030 -0.953 -0.16
H 2.517 1.211 4.780 0.10
H 3.519 4.567 -3.268 0.06
H -1.457 -3.720 3.229 0.09
Mg -0.008 -0.084 -0.861 0.56
C 5.502 -3.369 -0.688 -0.07
H 3.290 0.763 -3.256 0.07
C -0.176 -5.819 0.817 -0.07
H 1.379 -4.350 0.946 0.11
N -3.356 -2.492 -0.016 0.11
H -3.553 0.909 4.602 0.06
H 6.559 -3.546 -0.542 0.11
H -3.717 -1.028 4.124 0.06
C -0.998 1.566 5.328 -0.08
H 3.083 -1.120 0.065 0.08
C -0.692 4.393 -2.385 -0.10
H -1.179 1.374 -3.182 0.09
C -1.639 -1.626 3.760 -0.70
H 0.039 1.241 5.409 0.06
H -3.532 1.613 2.973 0.07
H 1.853 0.705 -4.286 0.05
N -0.224 -0.446 -3.048 0.03
C -3.079 1.656 3.966 -0.10
C 3.551 -2.010 -0.345 -0.08
H -0.205 -1.541 5.407 0.08
C -3.155 -1.805 3.611 -0.10
C -1.264 -1.742 5.236 -0.08
H 2.471 5.401 -1.371 0.08
H 2.050 3.207 -5.738 0.09
H -0.558 4.423 -3.466 0.06
C 2.461 1.540 2.643 -0.19
H 4.546 3.636 0.931 0.10
C 3.033 2.229 1.563 -0.19
C -5.704 -1.859 0.629 -0.16
C 1.503 5.480 -1.868 -0.08
N 0.842 -2.523 -2.992 -0.10
C 4.083 3.114 1.758 -0.02
C 3.981 2.635 4.125 -0.10
H 4.175 3.544 -4.540 0.09
P -1.149 -0.034 2.860 1.14
H -0.992 -2.610 1.908 0.05
H -3.308 2.635 4.398 0.09
P 1.381 2.582 -2.078 1.12
N 1.438 0.730 2.151 -0.04
C -1.247 -6.304 0.075 -0.08
H 0.998 6.358 -1.456 0.09
H -1.360 3.594 3.510 0.09
H -2.669 -2.903 0.598 0.13
C -1.210 0.379 -5.073 -0.06
C -1.558 1.482 3.905 -0.70
H 4.360 2.800 5.125 0.10
H -1.028 2.608 5.658 0.09
H 4.391 3.089 -2.856 0.08
C 2.935 1.737 3.932 -0.02
H -4.489 1.029 -0.916 0.12
N 2.364 1.850 0.403 -0.05
H -1.754 1.166 -5.576 0.11
C -1.601 -5.684 -1.114 -0.08
C 0.539 -4.719 0.369 -0.10
H -5.069 -3.276 -0.907 0.11
```

Net charge   +1
Calculated total energy   -93362.1538 eV
F_max   0.27 eV Å⁻¹
E_HOMO   -9.327 eV

=====

3.
5 unconnected molecules or ions with the total composition C47H71IN8O2S in a non-equilibrium geometry. Source: the OMol25 dataset; level of theory: ωB97M-V with the def2-TZVPD basis set.

```
130
Properties=species:S:1:pos:R:3:lowdin_charge:R:1
C 0.124 -1.771 -6.551 0.03
H 8.109 11.622 -0.422 0.11
H -5.362 -3.938 -3.307 0.03
C -1.957 -3.588 -3.353 -0.20
H 7.307 10.759 -1.732 0.11
H 8.770 5.184 0.954 0.08
S -0.711 1.901 -4.153 0.87
N -5.518 -6.204 4.201 0.14
H -8.576 -4.319 4.401 0.10
H -0.260 -0.576 2.420 0.10
H -2.110 0.688 5.274 0.11
H 0.176 0.902 -8.105 0.12
C 0.725 0.888 -7.094 -0.14
H -1.613 -3.281 -0.341 0.11
H 8.163 4.710 4.065 0.12
H -5.182 -4.920 7.444 0.12
N 8.126 7.257 -1.689 0.14
C -8.678 -4.827 3.436 -0.27
H -4.980 -2.122 8.993 0.07
O 0.095 -7.791 -6.291 0.02
C 8.103 8.243 -1.012 -0.22
H -2.373 1.054 2.267 0.11
H -1.192 -0.711 4.400 0.10
H 7.145 9.504 0.416 0.11
H 2.032 -5.917 -7.473 0.07
C 2.546 3.353 0.375 -0.28
C -6.446 -3.186 7.780 -0.28
H -6.969 -3.828 2.560 0.11
H 9.518 9.936 -2.565 0.07
H 10.330 10.762 -1.221 0.08
H 2.526 -0.411 -6.631 0.12
N -1.946 -0.626 -2.545 -0.09
C -0.505 1.657 -2.299 -0.37
H -5.541 -3.648 9.701 0.08
H -4.095 -0.089 3.242 0.07
C -9.248 -6.222 3.671 -0.11
H -3.983 -0.737 4.971 0.04
H 0.754 3.605 -1.825 0.10
H 3.545 4.285 2.280 0.07
C -0.861 -2.449 -0.020 -0.26
H -0.629 -5.904 -4.449 0.11
C -0.530 -2.918 -5.639 -0.13
C 0.087 -0.249 -6.151 -0.17
N -1.664 -1.231 0.325 -0.04
C -3.255 -4.151 -4.191 -0.66
H 3.977 2.478 1.872 0.07
H 1.130 -2.373 1.166 0.08
H -5.953 -4.287 5.982 0.07
H -2.383 -3.150 -2.370 0.09
H 2.561 0.409 -8.356 0.12
C -5.849 -2.772 9.122 -0.11
H -6.753 -2.287 7.236 0.11
H 1.212 0.422 4.205 0.08
C -4.380 0.619 -3.159 0.07
C 0.129 -2.965 1.152 -0.11
I -4.147 -2.591 -5.494 0.82
H -0.170 -2.142 -0.911 0.13
H -0.341 -2.999 2.200 0.07
H -1.430 -4.844 -6.594 0.12
C 7.327 4.738 3.360 -0.19
H -4.829 -5.690 -3.574 0.09
C -0.181 0.590 2.394 -0.33
H 8.736 6.941 1.049 0.03
H 2.097 0.634 2.535 0.09
C 1.181 0.964 3.173 -0.09
H 9.483 11.693 -2.468 0.07
C -4.245 -3.188 6.627 -0.17
C -1.175 0.335 -1.707 -0.12
N 2.132 -6.615 -6.711 0.06
C 0.769 -6.733 -6.074 -0.38
C -0.418 -4.417 -6.222 -0.16
N 7.386 2.496 1.833 0.13
H -1.219 -4.421 -3.065 0.10
C 0.185 -5.500 -5.174 -0.12
C 2.319 0.544 -7.237 -0.23
H 0.640 -2.079 -7.533 0.10
H 0.626 1.962 -6.654 0.10
H 9.583 6.012 2.297 0.08
H -7.349 -3.778 7.960 0.11
H 2.531 4.170 -0.461 0.11
C -1.235 -2.493 -4.296 -0.14
C 8.074 9.486 -0.160 -0.19
C 7.355 3.493 2.511 -0.20
C -6.319 -5.604 3.543 -0.20
C -3.393 -0.631 3.974 -0.17
C -3.292 -0.078 -2.878 -0.13
H 1.011 -5.057 -4.480 0.13
C -5.476 -4.004 6.924 -0.19
C 9.449 10.778 -1.871 -0.11
H -6.585 -2.217 9.709 0.07
C 7.417 5.978 2.468 -0.27
C 0.280 2.647 -1.364 -0.02
H 1.210 2.101 3.425 0.08
H -3.255 -1.725 3.592 0.07
H 4.703 3.801 0.810 0.07
N -3.266 -2.540 6.390 0.14
H -4.153 -4.658 -2.094 0.08
O 3.039 1.657 -6.627 -0.12
C -7.328 -4.849 2.716 -0.18
H -5.158 1.304 -3.666 0.06
H 0.739 4.210 0.962 0.11
H 8.910 9.458 0.545 0.11
H -9.391 -4.248 2.841 0.11
C -0.593 0.130 -4.781 -0.30
H 2.757 2.351 -0.186 0.13
H 6.560 6.008 1.787 0.11
N 1.169 3.272 1.033 -0.06
H 7.362 6.873 3.095 0.11
H 2.760 -6.164 -6.013 0.08
C 8.702 6.027 1.647 -0.11
C -1.018 0.016 -0.143 -0.07
C 0.412 2.296 0.198 -0.16
H -7.421 -5.329 1.738 0.12
H -10.224 -6.157 4.160 0.07
H 6.398 4.756 3.936 0.11
C 8.164 10.728 -1.051 -0.27
H -2.924 -5.014 -4.890 0.07
C -1.263 -0.959 -3.826 -0.14
C -0.218 1.007 0.841 -0.01
H 0.296 -4.399 -7.135 0.10
H 0.428 -4.057 0.862 0.08
C -1.535 1.148 3.078 -0.16
H -8.600 -6.819 4.318 0.07
H -1.499 2.248 3.406 0.12
H -9.377 -6.758 2.724 0.08
C 3.751 3.536 1.433 -0.13
C -1.994 0.122 4.269 -0.24
C -4.463 -4.646 -3.203 -0.19
H 3.797 1.297 -6.100 0.10
H -1.943 -1.195 1.317 0.09
```

Calculated total energy   -84822.6887 eV
F_max   6.97 eV Å⁻¹
E_HOMO   -7.660 eV

=====

Which of these has the lowest E_HOMO?
C47H70BMgN5OP3